[1]
98
Properties=species:S:1:pos:R:3 method="wB97M-V/def2-TZVPD" multiplicity=1 total_charge=0 orbital_gap_ev=8.3 homo_ha=-0.3271 energy_ev=-102433.654 lumo_energy_ev=-0.561
C 8.089 1.622 4.285
C 7.901 2.462 2.890
I 9.716 3.168 1.836
C 6.546 2.766 2.355
I 6.510 3.953 0.466
C 5.112 2.346 3.030
C 4.884 3.086 4.510
C 3.935 3.014 2.048
N 3.063 3.520 1.222
C 4.803 0.733 3.056
Cl 4.792 -0.013 4.774
C 3.250 0.512 2.477
N 1.977 0.412 2.154
H 7.857 2.239 5.257
H 7.499 0.616 4.189
H 9.240 1.315 4.369
H 3.901 2.671 5.030
H 5.832 3.045 5.196
H 4.641 4.221 4.244
H 5.499 0.135 2.329
C -0.097 -1.441 0.411
C -0.338 -2.908 0.707
C 0.507 -3.825 -0.123
O -0.287 -4.993 -0.201
C -1.584 -4.584 -0.085
O -2.553 -5.282 -0.333
O -1.655 -3.285 0.339
H -0.584 -0.819 1.170
H 0.972 -1.203 0.409
H -0.529 -1.154 -0.554
H -0.211 -3.107 1.779
H 1.469 -4.041 0.351
H 0.685 -3.456 -1.139
C -4.970 -4.533 -1.842
C -6.424 -4.763 -2.198
C -6.784 -6.213 -2.306
O -7.853 -6.200 -3.233
C -7.657 -5.107 -4.028
O -8.248 -4.900 -5.075
O -6.707 -4.277 -3.499
H -4.807 -3.481 -1.582
H -4.664 -5.146 -0.988
H -4.313 -4.749 -2.692
H -7.078 -4.241 -1.488
H -7.106 -6.632 -1.349
H -5.978 -6.834 -2.713
C 13.978 4.360 5.109
C 13.737 2.894 5.405
C 14.582 1.976 4.575
O 13.788 0.808 4.497
C 12.491 1.217 4.613
O 11.522 0.519 4.365
O 12.420 2.516 5.037
H 13.491 4.983 5.868
H 15.047 4.598 5.107
H 13.546 4.647 4.144
H 13.863 2.695 6.477
H 15.544 1.760 5.049
H 14.760 2.345 3.559
C -11.425 -2.848 -5.755
C -11.385 -1.497 -5.070
C -10.607 -1.506 -3.791
O -11.223 -0.473 -3.045
C -12.513 -0.400 -3.486
O -13.401 0.217 -2.920
O -12.681 -1.113 -4.641
H -11.828 -2.745 -6.769
H -10.426 -3.289 -5.830
H -12.085 -3.544 -5.226
H -11.012 -0.730 -5.761
H -9.547 -1.290 -3.950
H -10.699 -2.443 -3.229
C -14.089 -3.600 0.564
C -12.867 -3.237 -0.255
C -12.673 -4.119 -1.450
O -11.272 -4.082 -1.639
C -10.725 -3.849 -0.410
O -9.540 -3.977 -0.146
O -11.680 -3.459 0.489
H -14.296 -2.815 1.301
H -14.975 -3.716 -0.068
H -13.929 -4.525 1.130
H -12.899 -2.178 -0.540
H -13.194 -3.738 -2.333
H -12.974 -5.159 -1.279
C 9.166 8.698 -3.662
C 8.746 7.657 -2.644
C 7.598 6.811 -3.103
O 6.977 6.444 -1.886
C 7.252 7.444 -0.998
O 6.696 7.583 0.079
O 8.229 8.274 -1.477
H 10.121 9.149 -3.367
H 9.289 8.259 -4.657
H 8.439 9.515 -3.718
H 9.606 7.040 -2.353
H 7.930 5.925 -3.651
H 6.870 7.357 -3.714



[2]
107
Properties=species:S:1:pos:R:3 method="wB97M-V/def2-TZVPD" multiplicity=1 total_charge=0 orbital_gap_ev=10.7 smiles="O=COCCCC(F)(F)F.O=C1OCCO1.O=C1OCCO1.O=C1OCCO1.O=C1OCCO1.O=C1OCCO1.O=C1OCCO1.O=C1OCCO1.O=C1OCCO1.O=C1OCCO1" homo_ha=-0.3872 energy_ev=-101407.337 lumo_energy_ev=0.190
O -0.167 5.190 2.103
C -0.861 4.290 1.378
O -1.707 3.316 2.085
C -0.907 2.380 2.890
C 0.153 1.463 1.978
C 0.531 0.167 2.907
C 2.080 -0.354 2.782
F 2.493 -0.772 1.420
F 3.085 0.593 3.376
F 2.170 -1.593 3.642
H -0.723 4.306 0.200
H -1.597 1.691 3.579
H -0.280 3.039 3.662
H -0.360 1.161 0.943
H 1.046 2.175 1.726
H -0.225 -0.740 2.744
H 0.378 0.514 4.039
O -2.764 -0.483 0.473
C -1.940 -0.930 -0.308
O -1.493 -2.220 -0.303
C -0.734 -2.396 -1.484
C -0.305 -1.006 -1.827
O -1.345 -0.205 -1.300
H 0.115 -3.062 -1.304
H -1.375 -2.838 -2.254
H 0.637 -0.728 -1.342
H -0.207 -0.855 -2.905
O 1.489 1.268 -3.955
C 0.480 1.954 -3.944
O -0.753 1.520 -4.337
C -1.680 2.523 -3.964
C -0.839 3.756 -3.887
O 0.439 3.257 -3.539
H -2.477 2.609 -4.707
H -2.120 2.255 -2.998
H -0.766 4.273 -4.849
H -1.200 4.459 -3.131
O -0.553 -3.676 -4.398
C 0.636 -3.941 -4.335
O 1.328 -4.114 -3.171
C 2.600 -4.624 -3.521
C 2.775 -4.172 -4.935
O 1.448 -4.103 -5.421
H 3.374 -4.227 -2.859
H 2.580 -5.716 -3.431
H 3.229 -3.178 -5.003
H 3.368 -4.875 -5.526
O 4.950 -5.032 -4.355
C 5.427 -6.093 -3.986
O 5.064 -6.747 -2.845
C 5.670 -8.026 -2.893
C 6.832 -7.821 -3.810
O 6.394 -6.780 -4.663
H 5.979 -8.347 -1.895
H 4.946 -8.745 -3.290
H 7.730 -7.489 -3.279
H 7.071 -8.719 -4.386
O -3.973 7.611 -1.867
C -3.969 7.543 -0.649
O -4.848 8.200 0.163
C -4.661 7.689 1.469
C -3.263 7.161 1.435
O -3.085 6.800 0.079
H -4.790 8.477 2.216
H -5.400 6.902 1.650
H -2.522 7.923 1.699
H -3.129 6.294 2.088
O -3.388 -6.049 4.939
C -3.091 -5.350 3.985
O -3.988 -4.849 3.086
C -3.287 -3.919 2.281
C -1.866 -4.367 2.397
O -1.817 -4.967 3.677
H -3.651 -3.948 1.251
H -3.443 -2.913 2.686
H -1.602 -5.117 1.644
H -1.161 -3.534 2.331
O -2.176 1.638 5.468
C -1.594 2.414 6.207
O -2.033 2.773 7.449
C -0.982 3.496 8.063
C -0.194 4.010 6.902
O -0.418 3.036 5.900
H -1.379 4.302 8.687
H -0.403 2.812 8.692
H -0.561 4.977 6.543
H 0.872 4.096 7.128
O 1.603 -6.698 -0.247
C 1.607 -6.766 0.971
O 0.728 -6.109 1.783
C 0.915 -6.620 3.089
C 2.313 -7.148 3.055
O 2.491 -7.509 1.698
H 0.786 -5.832 3.836
H 0.176 -7.407 3.270
H 3.054 -6.386 3.318
H 2.447 -8.015 3.708
O 1.287 6.661 -4.390
C 0.279 7.347 -4.380
O -0.954 6.913 -4.772
C -1.881 7.916 -4.400
C -1.040 9.148 -4.322
O 0.238 8.650 -3.974
H -2.678 8.002 -5.143
H -2.321 7.648 -3.434
H -0.967 9.666 -5.285
H -1.401 9.852 -3.567



[3]
81
Properties=species:S:1:pos:R:3 method="wB97M-V/def2-TZVPD" multiplicity=1 total_charge=0 orbital_gap_ev=9.8 smiles="COCCCCCCCCCCCCOC=O.Fc1ccccc1.Fc1ccccc1.Fc1ccccc1" homo_ha=-0.3313 energy_ev=-48175.073 lumo_energy_ev=0.808
C 0.213 4.914 -1.182
O 0.779 3.811 -0.509
C 1.846 3.187 -1.188
C 1.516 1.715 -1.485
C 0.184 1.550 -2.201
C -0.527 0.225 -1.915
C -1.089 0.092 -0.499
C -0.135 -0.474 0.571
C 0.671 -1.702 0.173
C 1.735 -1.942 1.260
C 2.573 -3.218 1.015
C 3.965 -2.915 0.425
C 4.130 -3.418 -1.021
C 4.047 -2.316 -2.080
O 5.329 -1.727 -2.373
C 5.729 -0.788 -1.519
O 5.041 0.014 -1.020
H 0.639 5.833 -0.779
H -0.861 4.967 -1.017
H 0.346 4.866 -2.259
H 2.713 3.161 -0.532
H 2.116 3.661 -2.132
H 2.340 1.307 -2.065
H 1.555 1.211 -0.523
H -0.515 2.365 -2.032
H 0.400 1.559 -3.271
H -1.382 0.188 -2.590
H 0.127 -0.589 -2.220
H -2.014 -0.468 -0.457
H -1.349 1.102 -0.175
H -0.763 -0.783 1.406
H 0.540 0.270 0.984
H 0.056 -2.599 0.162
H 1.221 -1.584 -0.757
H 1.300 -1.892 2.254
H 2.424 -1.100 1.185
H 1.991 -3.855 0.356
H 2.691 -3.744 1.957
H 4.214 -1.863 0.480
H 4.700 -3.420 1.045
H 5.089 -3.917 -1.157
H 3.375 -4.146 -1.299
H 3.286 -1.574 -1.852
H 3.731 -2.794 -3.000
H 6.803 -0.776 -1.304
F 5.586 5.743 3.910
C 5.478 4.681 3.087
C 6.618 4.167 2.500
C 6.504 3.072 1.656
C 5.259 2.512 1.403
C 4.125 3.046 2.001
C 4.232 4.136 2.852
H 7.578 4.623 2.704
H 7.390 2.655 1.195
H 5.173 1.659 0.740
H 3.153 2.612 1.800
H 3.360 4.562 3.332
F -3.973 -0.370 -1.808
C -4.783 0.427 -1.081
C -4.985 0.139 0.255
C -5.817 0.960 1.001
C -6.439 2.049 0.406
C -6.225 2.321 -0.939
C -5.388 1.509 -1.689
H -4.498 -0.716 0.700
H -5.978 0.749 2.050
H -7.090 2.686 0.990
H -6.712 3.167 -1.405
H -5.202 1.709 -2.737
F -4.928 -2.279 1.870
C -5.723 -3.245 1.355
C -6.055 -3.207 0.015
C -6.867 -4.206 -0.502
C -7.341 -5.217 0.322
C -6.998 -5.234 1.667
C -6.179 -4.244 2.190
H -5.683 -2.408 -0.611
H -7.130 -4.194 -1.552
H -7.977 -5.992 -0.084
H -7.370 -6.020 2.312
H -5.894 -4.244 3.234